{"formula": "C3H2HoLiO3", "method": "ωB97M-V/def2-TZVPD", "homo_lumo_gap_ev": [6.1, 6.8], "total_energy_ha": -1296.11063, "total_charge": 2, "fmax_ev_per_a": 4.21, "e_lumo_ev": [-9.22, -9.17], "spin_multiplicity": 5, "relative_energy_kj_mol": 0.0, "homo_energy_ev": [-15.27, -15.93], "symbols": ["C", "C", "O", "Ho", "H", "H", "O", "C", "Li", "O"], "positions_angstrom": [[-1.550, 1.104, -0.721], [-0.325, 0.610, -0.803], [0.633, 0.761, -1.589], [2.962, 0.660, -1.259], [-2.385, 0.485, -0.432], [-1.764, 2.150, -0.876], [-0.728, -1.179, 1.654], [0.039, -1.013, 0.787], [1.741, -2.459, 2.457], [1.376, -1.120, 0.783]], "atomic_forces_ev_per_a": [[-0.84, -0.70, 0.56], [0.11, -0.05, -0.93], [1.59, -0.47, 1.15], [-1.69, -0.47, 0.26], [0.00, -0.07, 0.35], [0.25, 0.28, -0.10], [-0.95, -0.43, -0.48], [3.89, 1.56, 0.37], [-0.38, 0.40, -0.44], [-1.98, -0.03, -0.73]], "mulliken_spin": [0.29, 0.03, 0.09, 3.00, 0.01, 0.02, 0.15, 0.29, 0.01, 0.09]}